# 1
Computed, not measured: C26H51Br2N9O16S2 as an isolated structure at a distorted geometry, with ωB97M-V with the def2-TZVPD basis set.

HOMO-LUMO gap ... 7.76 eV
Total charge ... 0
Highest occupied orbital energy ... -7.92 eV

Cartesian coordinates (Å):
C 0.5536 2.4557 -0.2881
C 1.0686 3.7088 0.5827
C -0.0479 4.8739 0.7650
C -0.7872 4.6160 2.1887
O -1.2994 3.2570 2.1384
C -2.6767 3.1729 2.5118
Br -4.0136 4.2448 1.4648
C -3.1116 3.5206 4.0557
S -1.8127 3.5828 5.3821
Br -4.1915 5.2192 3.8505
N -4.1532 2.5590 4.5902
C -4.0923 1.4137 3.6620
O -4.8832 0.4349 3.8087
C -2.9105 1.5461 2.5418
C -3.3877 0.8801 1.1657
C -2.2678 -0.0591 0.4706
C -2.6968 -0.4873 -1.0216
C -1.4683 -0.4064 -2.0763
C -0.3835 -1.5508 -1.7634
C 1.1007 -1.1941 -2.3419
C 2.1445 -1.8785 -1.3434
S 3.9286 -1.7694 -1.9423
C 4.8670 -2.1849 -0.3811
N 4.5958 -3.4972 0.1178
N 5.3497 -3.5397 1.2669
C 6.0697 -2.3037 1.4543
O 5.7518 -1.3917 0.3739
O -1.6021 1.1083 3.0302
C -1.7051 -0.1519 3.7416
C -0.3471 -0.9814 3.3750
C 0.7447 -0.9619 4.5573
H 0.9465 2.4756 -1.3760
H 0.9814 1.4799 0.1679
H -0.5853 2.3354 -0.2983
H 1.4471 3.2860 1.5776
H 1.9796 4.1717 0.0565
H -0.8527 4.6424 -0.0339
H 0.3866 5.9238 0.6691
H 0.0427 4.6717 2.9803
H -1.5590 5.4141 2.4488
H -0.9987 2.4711 5.2223
H -3.8960 2.2672 5.5518
H -4.3126 0.2080 1.3433
H -3.7123 1.6333 0.3639
H -1.2109 0.3634 0.5410
H -2.2603 -1.0368 1.0899
H -3.0605 -1.5744 -1.0100
H -3.5698 0.1441 -1.4084
H -1.8896 -0.6331 -3.1262
H -0.9708 0.6223 -2.0072
H -0.2783 -1.7619 -0.6287
H -0.7111 -2.5305 -2.2630
H 1.1730 -0.0433 -2.3629
H 1.2097 -1.6286 -3.4054
H 2.1402 -1.3078 -0.3361
H 1.9200 -2.9780 -1.1457
H 6.7439 -2.0631 2.3330
H -2.5657 -0.8231 3.3570
H -1.7897 -0.0412 4.8837
H -0.5904 -2.0433 2.9874
H 0.1396 -0.4484 2.4701
H 0.8021 -2.0310 4.9863
H 1.7726 -0.7199 4.1268
H 0.5098 -0.1751 5.3501
C 8.6115 -2.4995 -2.3568
N 7.3798 -2.8057 -3.1297
O 6.5191 -1.9415 -3.1793
O 7.3204 -3.9026 -3.6589
H 8.5263 -1.4958 -1.9442
H 8.6918 -3.2388 -1.5605
H 9.4548 -2.5643 -3.0433
C -8.3808 5.2023 2.4665
N -7.5607 4.1730 1.7754
O -6.3452 4.2201 1.9342
O -8.1593 3.3552 1.0997
H -7.7188 5.8594 3.0279
H -8.9208 5.7599 1.7020
H -9.0658 4.6820 3.1347
C -1.7126 -6.0392 -2.8016
N -1.2906 -4.7150 -3.3281
O -0.1058 -4.4332 -3.2498
O -2.1629 -4.0049 -3.8013
H -0.8369 -6.5581 -2.4146
H -2.4381 -5.8610 -2.0085
H -2.1567 -6.5943 -3.6269
C 3.2428 -6.8078 -4.6859
N 2.0690 -7.2566 -3.8926
O 1.1842 -7.8545 -4.4861
O 2.0764 -6.9930 -2.7032
H 3.1015 -7.1087 -5.7222
H 3.2997 -5.7230 -4.6030
H 4.1266 -7.2837 -4.2627
C 5.6066 1.5694 1.4242
N 4.8256 2.4102 2.3689
O 4.5083 1.9084 3.4356
O 4.5589 3.5436 2.0063
H 5.7694 0.5936 1.8754
H 5.0250 1.4781 0.5075
H 6.5552 2.0735 1.2426
C -3.6820 2.1800 -5.1820
N -2.2296 1.8831 -5.2875
O -1.7244 1.9405 -6.3968
O -1.6490 1.6028 -4.2520
H -4.0657 2.4112 -6.1739
H -4.1696 1.2943 -4.7762
H -3.7950 3.0342 -4.5155

---

# 2
Computed, not measured: a 17-piece molecular cluster, C26H51Cl15N10O30 overall at a distorted geometry, with ωB97M-V with the def2-TZVPD basis set.

HOMO-LUMO gap ... 3.74 eV
Total charge ... -2
Highest occupied orbital energy ... -2.59 eV
Energy relative to the best compared isomer or geometry (same formula, charge and spin) ... 0.00 kJ/mol

Cartesian coordinates (Å):
C -0.1707 1.8751 -2.5170
C -0.0003 1.8456 -1.0044
C 0.0806 0.3670 -0.5642
N 0.2174 0.0749 0.9580
C 1.4212 0.8774 1.6351
C 0.3133 -1.4795 1.1084
C -1.1161 -1.9748 0.9866
C -1.9430 -0.8583 1.6954
C -1.1481 0.4190 1.6898
H 0.3876 2.7397 -2.8762
H -1.2112 1.8092 -2.8348
H 0.3730 1.0482 -2.9738
H -0.7813 2.3965 -0.4803
H 0.9304 2.2839 -0.6443
H 0.9859 -0.0937 -0.9595
H -0.8032 -0.2046 -0.8477
H 1.5587 0.6111 2.6831
H 1.0951 1.9152 1.5662
H 2.3494 0.8211 1.0666
H 0.6523 -1.5928 2.1381
H 1.0539 -1.8828 0.4178
H -1.4009 -2.9187 1.4514
H -1.4069 -1.9866 -0.0638
H -2.0928 -1.1823 2.7253
H -2.9516 -0.6983 1.3144
H -0.9173 0.5870 2.7417
H -1.5446 1.3812 1.3655
Cl 5.9898 -5.1125 1.8786
O 5.8725 -5.3006 3.3194
O 5.4762 -3.8086 1.6639
O 7.3686 -5.0940 1.5308
O 5.3035 -6.1480 1.1982
Cl 4.1676 -1.5254 7.8067
O 3.5134 -1.3151 9.0123
O 4.8034 -2.7915 7.8284
O 3.1562 -1.6557 6.7954
O 5.0214 -0.4802 7.4135
Cl 0.9041 -7.3705 5.5971
O 0.4057 -6.2413 4.8981
O 0.0496 -7.6591 6.7476
O 0.9252 -8.5389 4.8111
O 2.1477 -7.0963 6.2705
C 0.0572 4.1756 8.0238
Cl -1.6654 4.2661 7.6917
Cl 0.6598 5.8216 8.1817
Cl 0.3189 3.1657 9.6178
Cl 0.9126 3.2575 6.8333
C 7.1151 4.8802 2.7054
Cl 7.5392 5.3697 1.0059
Cl 6.9461 3.1304 2.8146
Cl 8.3633 5.4061 3.8716
Cl 5.5213 5.5881 3.1418
C -5.0194 6.8100 -5.3530
Cl -3.7650 8.0797 -5.2451
Cl -5.5800 6.5022 -3.7106
Cl -6.4027 7.2770 -6.3609
Cl -4.3134 5.2926 -6.0885
C -1.9314 7.4606 1.1576
N -1.8556 6.8066 2.5218
O -1.8692 7.5302 3.5410
O -1.8411 5.5522 2.5168
H -2.8242 8.0647 0.9962
H -1.9533 6.6227 0.4608
H -1.0712 8.0665 0.8728
C 3.9813 8.3820 -1.2783
N 2.9660 7.2934 -1.4424
O 2.4590 7.0740 -2.4930
O 2.5748 6.7947 -0.3943
H 5.0361 8.1089 -1.2457
H 3.7793 8.9471 -0.3684
H 3.8805 9.1457 -2.0495
C 4.6524 5.2605 -6.4199
N 5.9630 5.8854 -6.6156
O 6.3730 5.9582 -7.7521
O 6.6685 6.2596 -5.6490
H 3.8783 6.0159 -6.5555
H 4.7857 4.7870 -5.4472
H 4.6420 4.4252 -7.1201
C -6.9446 -5.9772 -0.5809
N -6.8874 -5.2986 0.7441
O -6.8093 -4.0646 0.6943
O -6.9031 -5.9134 1.7864
H -7.9525 -5.8661 -0.9808
H -6.9534 -7.0464 -0.3692
H -6.2119 -5.5952 -1.2918
C -6.9213 1.9592 -1.4244
N -6.2398 2.7393 -0.3687
O -5.1662 3.2709 -0.6864
O -6.7025 2.7370 0.7675
H -7.5894 1.2949 -0.8761
H -6.1337 1.4655 -1.9935
H -7.5112 2.7932 -1.8047
C 3.5054 -4.0505 -4.6010
N 2.1992 -3.5241 -5.0601
O 1.8061 -3.7522 -6.1625
O 1.6231 -2.8264 -4.2355
H 3.7167 -3.5703 -3.6456
H 4.3276 -3.8544 -5.2892
H 3.3346 -5.1211 -4.4883
C 6.9523 -0.4641 -2.2927
N 5.7233 0.3754 -2.7243
O 5.3988 1.3387 -2.0866
O 5.0474 -0.0637 -3.6554
H 6.9972 -0.1678 -1.2447
H 7.8036 -0.0721 -2.8492
H 6.7718 -1.5261 -2.4591
C -5.1041 -1.1309 -7.2493
N -4.4278 -1.1417 -5.9390
O -4.1606 -2.2295 -5.4714
O -4.2765 -0.0620 -5.4130
H -5.3654 -0.0749 -7.3187
H -6.0096 -1.7366 -7.2131
H -4.3592 -1.4804 -7.9641
C -2.3174 -1.4088 8.2227
N -2.8932 -1.6174 9.5790
O -2.5828 -0.7649 10.4411
O -3.5092 -2.6462 9.7748
H -1.4255 -0.7874 8.3028
H -3.1721 -0.9026 7.7740
H -2.0711 -2.3634 7.7578
C -1.1188 -6.8050 -1.9475
C -1.6085 -7.9202 -1.2266
C -2.6288 -8.6164 -1.7454
C -3.2804 -8.2994 -2.9545
C -2.8345 -7.1742 -3.6283
C -1.8177 -6.4624 -3.0820
H -0.3161 -6.1755 -1.5926
H -1.1373 -8.0633 -0.2654
H -2.9101 -9.4981 -1.1887
H -4.1401 -8.8901 -3.2345
H -3.3117 -6.9145 -4.5617
H -1.5196 -5.5588 -3.5928